No. 1
14
Properties=species:S:1:pos:R:3 method="wB97M-V/def2-TZVPD" lumo_energy_ha="-0.3580 / -0.3667" total_charge=+2 e_homo_ev="-17.946 / -17.472" s_squared=16.776 orbital_gap_ev="8.2 / 7.5" e_above_lowest_kcal_mol=0.00 spin_multiplicity=8
C -0.66232 1.15507 1.27699
B -1.18069 0.24809 0.02824
C -0.02456 -0.05259 -1.11947
C 0.99649 -0.98882 -0.74938
O 2.22108 -0.81380 -0.81806
F 0.66498 -2.20363 -0.31439
H -0.48450 0.35068 2.01093
H 0.23638 1.72020 1.03442
H -1.37773 1.84887 1.71137
H -1.87842 -0.71477 0.20681
H -2.04347 1.16602 -0.34140
H 0.48959 0.86943 -1.39438
H -0.52909 -0.45201 -2.01064
Gd 3.57225 -2.13277 0.47897

---

No. 2
13
Properties=species:S:1:pos:R:3 method="wB97M-V/def2-TZVPD" lumo_energy_ha=-0.0023 e_homo_ev=-9.748 orbital_gap_ev=9.7 e_above_lowest_kcal_mol=23.37 spin_multiplicity=1
B -2.80042 0.20072 0.64227
C 1.16730 -0.40448 -1.34086
C 0.82508 -0.40063 -0.07429
C 1.42814 0.53680 0.92383
O -3.16875 0.48820 1.75951
O -2.24785 -0.02238 -0.50232
H 1.79893 0.22066 -1.93968
H 0.60167 -1.22358 -1.84689
H 0.66551 1.10093 1.41795
H 2.05627 -0.11280 1.64675
H 2.11832 1.27178 0.48636
H 0.23567 -1.25813 0.17580
H -2.67987 -0.39709 -1.34845

---

No. 3
14
Properties=species:S:1:pos:R:3 method="wB97M-V/def2-TZVPD" lumo_energy_ha=0.0125 e_homo_ev=-8.246 orbital_gap_ev=8.6 e_above_lowest_kcal_mol=50.31 spin_multiplicity=1
B 1.67395 -0.81838 -0.42571
C -0.27208 1.00291 -0.93319
C 0.24268 -0.13029 -0.19499
C -1.64784 -0.16452 1.20342
O 2.06419 -1.88703 0.33372
O 2.43662 -0.23799 -1.44877
O -0.38356 -0.74013 0.84981
H -0.97684 1.58094 -0.33566
H 0.07502 1.33099 -1.93537
H -2.07157 -0.67953 2.02576
H -2.25284 -0.57910 0.36777
H -1.60717 0.84941 1.60270
H 2.81659 -2.56509 0.21190
H 3.31580 -0.64036 -1.58785